Record 1
Entry from OMol25: a structure of composition C24H29ClPSn (wB97M-V/def2-TZVPD).

Element x y z (Å)
Sn 0.82784 -0.81607 -0.08966
C 2.55852 -3.43633 2.44317
C 2.00273 -3.24995 1.06784
C 0.71540 -3.67716 0.74836
C 0.19539 -3.55028 -0.54881
C -1.15807 -4.09214 -0.88201
C 1.00403 -2.95838 -1.55012
C 2.34003 -2.58429 -1.28723
C 3.28426 -2.22480 -2.39414
C 2.78761 -2.65769 0.04619
H 1.77661 -3.41272 3.19958
H 3.32012 -2.69572 2.68137
H 3.03508 -4.41897 2.49992
H 0.10681 -4.13980 1.51629
H -1.04731 -5.14464 -1.15850
H -1.61021 -3.58301 -1.73152
H -1.83107 -4.05213 -0.02795
H 0.63809 -2.92981 -2.57130
H 4.13777 -1.65213 -2.03577
H 2.79642 -1.69531 -3.21092
H 3.67580 -3.15587 -2.81292
H 3.80738 -2.36695 0.27537
Cl -6.23308 -0.53937 3.13428
C -4.72032 0.18033 3.12811
C -3.75550 -0.24930 4.06994
C -2.54989 0.37413 4.10324
C -2.25365 1.45531 3.19464
C -1.15384 2.22203 3.37688
C -3.25193 1.83272 2.22337
C -4.45714 1.20937 2.19112
H -4.01222 -1.03612 4.76559
H -1.81116 0.09823 4.84599
H -0.44175 2.00839 4.16577
H -0.97002 3.09433 2.75975
H -3.03995 2.65455 1.54952
H -5.23490 1.50051 1.49896
C 2.87277 1.52493 -2.29039
P 1.12117 1.13859 -2.00204
C 0.54216 0.56338 -3.62035
C 0.25631 2.63492 -1.52783
C 0.77693 3.40882 -0.48501
C 0.16407 4.60211 -0.13987
C -0.97205 5.02229 -0.82436
C -1.50051 4.24749 -1.84782
C -0.89210 3.05139 -2.20196
H 2.97131 2.03989 -3.24738
H 3.46246 0.61042 -2.31562
H 3.26477 2.17680 -1.51059
H 0.75578 1.32290 -4.37443
H -0.52616 0.35022 -3.62640
H 1.08091 -0.34680 -3.88188
H 1.67730 3.10406 0.03842
H 0.58469 5.21915 0.64328
H -1.43628 5.96546 -0.56826
H -2.37561 4.58408 -2.38710
H -1.30579 2.46892 -3.01481

Atomic forces in eV per Å
-0.0230 0.1663 -0.1527
0.0511 -0.0024 -0.0121
-0.1210 -0.0829 -0.0644
0.1890 -0.1668 -0.0977
-0.0069 0.0049 0.1711
0.0047 0.0135 -0.0519
-0.0727 0.0448 0.0072
0.0503 -0.0240 0.0753
-0.0006 0.0017 -0.0126
-0.0230 0.0320 0.1072
-0.0006 -0.0047 0.0010
-0.0031 0.0039 -0.0023
0.0034 0.0014 -0.0035
-0.0126 -0.0011 -0.0124
-0.0001 -0.0008 0.0019
0.0014 0.0008 -0.0002
-0.0008 -0.0023 -0.0004
-0.0234 0.0481 0.0085
-0.0025 0.0036 0.0013
-0.0103 -0.0043 0.0001
0.0047 0.0018 0.0020
-0.0074 0.0340 -0.0103
0.0088 -0.0015 -0.0066
-0.0113 -0.0132 -0.0033
-0.0004 0.0051 0.0112
0.0024 0.0250 0.0184
-0.2118 0.1405 0.1834
0.0207 -0.0307 -0.0248
-0.0043 0.0082 0.0139
-0.0050 0.0140 0.0051
0.0017 0.0040 0.0045
0.0032 -0.0102 -0.0064
0.0014 0.0026 -0.0003
0.0047 -0.0077 -0.0068
0.0047 -0.0121 -0.0102
0.0023 0.0026 -0.0008
-0.0142 0.1859 0.1160
0.4316 -0.4477 -0.3002
-0.2098 0.0808 0.0451
-0.0022 0.0191 -0.0166
-0.0203 -0.0314 0.0285
-0.0227 -0.0125 0.0182
0.0022 -0.0067 0.0085
-0.0123 -0.0076 0.0149
-0.0149 -0.0052 0.0189
-0.0157 0.0227 0.0090
0.0029 -0.0022 -0.0385
0.0046 -0.0350 0.0251
-0.0143 0.0131 0.0080
0.0048 -0.0268 0.0135
0.0141 0.0125 -0.0229
0.0164 0.0186 -0.0167
0.0124 0.0051 -0.0096
0.0039 0.0052 -0.0071
0.0033 0.0002 -0.0056
0.0164 0.0177 -0.0209

The max |F| is 0.69 eV Å⁻¹. The calculation puts the highest occupied orbital energy at -0.62692 Eh. As for the total charge: +3. For the LUMO energy, the calculation gives -10.5 eV. The calculation puts the total energy at -1946.7730 Ha.


Record 2
Entry from OMol25: a structure of composition C5H10O (wB97M-V/def2-TZVPD).

Element x y z (Å)
O -2.23104 1.20837 -0.86928
C -0.94592 1.21954 0.47488
C -0.17591 0.18850 -0.09942
C 1.25459 0.30785 -0.64113
C 1.59830 -1.00794 0.10553
C 0.11384 -1.18608 0.51854
H -3.03105 0.74792 -0.56051
H -0.66221 2.26173 0.34687
H -1.58543 1.02315 1.33601
H -1.31438 0.39286 -0.97242
H 1.82266 1.19009 -0.32052
H 1.34223 0.22730 -1.73075
H 2.01457 -1.80840 -0.51307
H 2.26031 -0.85024 0.96223
H -0.05867 -1.28035 1.59853
H -0.38144 -2.02926 0.02225

Atomic forces in eV per Å
-0.3164 -0.2479 -0.1203
0.3684 -0.1684 0.1392
0.0604 0.2436 0.3006
0.1156 0.1006 -0.1389
0.1672 -0.1033 0.0316
-0.1056 -0.1681 0.0741
0.1146 0.1523 -0.1215
-0.0538 -0.1610 -0.0198
0.0763 0.0100 -0.1819
-0.2277 0.1894 0.0487
-0.1096 -0.1414 -0.0405
-0.0286 0.0174 0.1707
-0.0573 0.1281 0.0941
-0.0905 -0.0291 -0.1279
0.0060 0.0423 -0.1823
0.0807 0.1355 0.0740

The calculation puts the relative energy (zero: lowest compared OMol25 entry of this formula, charge and spin) at 408.1 kJ/mol. The max |F| is 0.43 eV Å⁻¹. The calculation puts the highest occupied orbital energy at -0.29190 Eh. For the LUMO energy, the calculation gives 0.9 eV. The calculation puts the total energy at -271.5972 Ha.


Record 3
Entry from OMol25: a cluster of 2 separate species, C11H20BrN4O6PS in total at a distorted geometry (wB97M-V/def2-TZVPD).

Element x y z (Å)
C 3.33171 0.12822 4.02459
C 2.06860 0.12390 3.35874
C 0.67896 -0.19836 2.54951
N -0.21808 1.00930 2.25434
C -1.14399 0.40320 1.17971
N -2.38041 0.99964 1.13487
C -3.41583 0.54255 0.13134
C -4.07634 1.79490 -0.75620
C -5.26079 1.06695 -1.68331
O -6.13859 2.03256 -2.36400
N -0.50099 -0.68919 0.35417
P -1.07685 -2.36211 0.57422
O -0.81422 -3.03081 2.16248
O -2.75100 -2.62727 0.17444
S -0.04100 -3.49804 -0.67967
C 0.89888 -0.75646 0.99947
C 1.96980 0.12055 0.10487
C 3.29681 -0.78553 -0.22771
C 4.61442 -0.24230 0.61449
Br 3.69246 -0.53246 -2.20336
H 4.34773 -0.11948 4.59996
H 0.04076 -0.83897 3.29442
H 0.41775 1.73900 1.85360
H -2.59351 1.78080 1.81675
H -2.90470 -0.15807 -0.65711
H -4.29161 0.05314 0.73365
H -3.21347 2.16523 -1.48994
H -4.49615 2.65383 -0.08121
H -4.71503 0.32329 -2.43405
H -5.83892 0.35395 -0.92028
H -5.52891 2.73190 -2.74618
H -1.74481 -3.04253 2.57958
H -3.15066 -3.33010 0.78492
H 1.36372 -1.81204 1.20138
H 1.42366 0.47972 -0.86828
H 2.30590 1.06335 0.71760
H 3.18417 -1.92918 -0.00271
H 5.52844 -0.29131 -0.13749
H 4.49375 0.86152 1.01048
H 4.79272 -0.93801 1.55989
N 4.46136 1.18869 -5.62953
O 4.12686 0.06048 -5.23162
O 3.67977 2.14660 -5.50961
O 5.57763 1.35895 -6.14724

Atomic forces in eV per Å
-9.0919 -1.0332 -4.7678
8.4058 -0.6315 4.0708
1.0203 0.6867 0.5070
-0.5048 -1.7668 -2.0469
0.2861 2.6222 1.4876
2.6290 -2.2484 -1.0836
-1.3441 0.8630 -1.1034
0.6321 -1.0701 -0.6469
1.0550 -0.6352 0.9787
2.4101 -0.4954 0.7700
-2.2450 1.1729 4.3780
0.4922 -5.1759 -2.2981
-3.4092 2.2529 -1.5880
1.7286 0.5924 2.7420
-0.9251 1.5783 1.3335
2.7768 -0.0113 1.8901
-0.3678 -0.4127 0.3962
0.7143 0.8345 0.6970
0.1452 -0.3619 -0.1763
-0.4095 -0.2552 1.2068
-2.8754 0.9670 -1.5965
1.4544 0.6785 -1.7796
-1.0011 -0.5102 0.0595
0.6390 -1.3652 -1.0210
-1.0649 1.1237 1.9049
1.8335 0.5984 -1.2359
-1.9141 -0.4601 1.7234
0.7630 -1.6756 -1.3220
-1.1458 1.7125 1.3432
0.6126 1.8809 -1.9152
-1.0971 -1.2672 0.5483
2.0568 -0.0502 -0.3085
0.8570 1.2606 -1.2177
-1.4548 1.6836 -1.1624
1.1638 -0.8345 1.8326
-0.6189 -1.7622 -1.1546
-0.1386 2.2693 -0.6382
-1.8473 0.0758 1.8939
0.1456 -2.2124 -0.9800
-0.2778 1.4494 -2.0418
0.3983 0.5114 -0.2369
-0.2768 -0.8805 0.5031
-0.4029 0.3392 0.1372
0.1935 -0.0374 -0.0823

The max |F| is 10.32 eV Å⁻¹. The calculation puts the highest occupied orbital energy at -0.20963 Eh. For the LUMO energy, the calculation gives -3.1 eV. The calculation puts the total energy at -4414.6231 Ha.


Record 4
Entry from OMol25: a structure of composition C2H7N2OPS at a distorted geometry (wB97M-V/def2-TZVPD).

Element x y z (Å)
C 0.38244 -1.46265 -0.36845
C 0.12128 -1.68922 1.12226
N -0.88520 -0.72982 -0.84506
N -0.09911 2.28921 -0.50859
O 0.63966 3.54668 -0.19382
P -1.44018 0.50684 0.08217
S -0.49359 -0.14896 1.80051
H 1.27513 -0.79557 -0.54389
H 0.30433 -2.46921 -0.90516
H -0.43490 -2.42948 1.49376
H 1.09137 -1.72354 1.52339
H -1.06028 -0.65432 -1.84866
H 1.40742 3.11009 0.21710
H -0.80837 2.64995 -1.02557

Atomic forces in eV per Å
-2.3845 -0.5952 -1.0586
2.5353 3.5748 -1.8426
1.5486 -0.3181 -0.0431
1.8996 -2.2939 0.7466
-0.3331 -2.0783 1.1862
0.4489 2.3673 0.1748
-0.3487 0.6313 0.6308
-0.8132 -1.0967 0.0743
0.9326 1.4638 0.5107
-2.2765 -3.1979 0.5353
1.3440 -0.5382 0.9223
0.2174 -0.1434 0.4328
-0.1616 0.7458 -0.2372
-2.6087 1.4785 -2.0325

The calculation puts the relative energy (zero: lowest compared OMol25 entry of this formula, charge and spin) at 599.9 kJ/mol. The max |F| is 4.75 eV Å⁻¹. The calculation puts the highest occupied orbital energy (alpha / beta) at -0.25605 / -0.25600 Eh. For the LUMO energy (alpha / beta), the calculation gives 0.4 / 0.4 eV. The calculation puts the total energy at -1004.5594 Ha.


- The highest max |F| belongs to which entry?
  C11H20BrN4O6PS